{
  "formula": "H12O6",
  "method": "ωB97M-V/def2-TZVPD",
  "smiles": "O.O.O.O.O.O",
  "relative_energy_ev": 0.467,
  "e_tot_ev": -12480.64653,
  "homo_ev": -11.13,
  "orbital_gap_ev": 11.53,
  "charge": 0,
  "elements": ["O", "H", "H", "O", "H", "H", "O", "H", "H", "O", "H", "H", "O", "H", "H", "O", "H", "H"],
  "xyz": [[2.166977, -0.059273, -1.019718], [2.040554, -0.960381, -0.683139], [1.993151, 0.515516, -0.232132], [1.439039, 0.948214, 1.463114], [1.323973, -0.001765, 1.632211], [0.496765, 1.241965, 1.407074], [0.699923, -1.986793, 0.822229], [0.597614, -2.877521, 1.122451], [-0.192188, -1.798545, 0.454298], [-1.754885, -1.048979, -0.158560], [-2.002647, -0.527687, 0.606936], [-1.412983, -0.396548, -0.793420], [-0.539696, 0.982793, -1.809786], [0.381307, 0.729667, -1.625984], [-0.509272, 0.764732, -2.733781], [-1.314912, 1.424821, 0.826965], [-2.196316, 1.723226, 0.855552], [-1.216404, 1.326557, -0.134308]],
  "forces_ev_per_angstrom": [[-0.48, 0.41, 0.16], [-0.07, 0.24, 0.02], [0.33, -0.51, -0.28], [-1.12, -0.08, -0.04], [0.18, 0.03, 0.06], [0.87, 0.00, 0.13], [-0.37, 0.69, -0.41], [0.25, -0.91, 0.43], [0.20, 0.31, -0.03], [0.00, -0.59, -0.36], [0.06, 0.14, 0.18], [-0.07, -0.29, -0.05], [0.57, -0.21, 0.15], [0.56, -0.07, 0.81], [-0.80, 0.05, -0.99], [1.09, -0.35, -0.46], [-1.77, 0.90, 0.70], [0.57, 0.23, -0.02]],
  "mulliken_charge": [-0.75, 0.32, 0.45, -0.76, 0.34, 0.39, -0.64, 0.30, 0.42, -0.76, 0.40, 0.37, -0.78, 0.38, 0.31, -0.72, 0.32, 0.43]
}

{
  "formula": "H12O6",
  "method": "ωB97M-V/def2-TZVPD",
  "smiles": "O.O.O.O.O.O",
  "relative_energy_ev": 0.730,
  "e_tot_ev": -12480.38359,
  "homo_ev": -11.25,
  "orbital_gap_ev": 11.67,
  "charge": 0,
  "elements": ["O", "H", "H", "O", "H", "H", "O", "H", "H", "O", "H", "H", "O", "H", "H", "O", "H", "H"],
  "xyz": [[-1.827954, 0.187751, 1.537058], [-2.346040, 0.775731, 2.080666], [-0.971773, 0.645924, 1.401466], [1.110082, -0.317167, -1.896971], [0.940569, 0.198124, -2.720694], [0.233239, -0.748016, -1.717602], [-1.909918, 1.041103, -1.407016], [-1.414484, 1.866089, -1.463653], [-2.073494, 0.912633, -0.455994], [-1.165200, -1.775033, -0.753940], [-1.530669, -0.910528, -0.766506], [-0.981920, -1.841905, 0.201438], [0.676636, 1.078722, 0.913110], [1.000242, 1.107017, 0.005063], [1.406071, 0.499466, 1.328367], [2.730628, -0.798637, 1.496683], [3.584708, -0.434297, 1.345847], [2.539277, -1.486978, 0.872678]],
  "forces_ev_per_angstrom": [[0.20, 0.06, -0.52], [-0.29, 0.16, 0.31], [0.15, -0.21, 0.05], [-1.06, 0.43, -0.79], [0.28, -0.62, 0.92], [0.94, 0.18, 0.02], [-0.04, 0.01, 0.24], [-0.04, -0.12, 0.03], [-0.04, 0.19, -0.07], [0.82, -1.07, 0.86], [-0.86, 1.37, -0.50], [-0.01, -0.33, -0.45], [1.67, -0.92, 0.83], [-0.30, -0.08, -0.36], [-1.42, 0.91, -0.57], [-1.21, 0.30, 1.11], [1.05, 0.14, -0.46], [0.18, -0.40, -0.66]],
  "mulliken_charge": [-0.68, 0.31, 0.42, -0.66, 0.30, 0.39, -0.65, 0.30, 0.34, -0.68, 0.34, 0.32, -0.71, 0.30, 0.38, -0.68, 0.33, 0.33]
}

{
  "formula": "H12O6",
  "method": "ωB97M-V/def2-TZVPD",
  "smiles": "O.O.O.O.O.O",
  "relative_energy_ev": 2.750,
  "e_tot_ev": -12478.36359,
  "homo_ev": -11.42,
  "orbital_gap_ev": 12.51,
  "charge": 0,
  "elements": ["O", "H", "H", "O", "H", "H", "O", "H", "H", "O", "H", "H", "O", "H", "H", "O", "H", "H"],
  "xyz": [[13.542642, -8.535240, -1.722760], [13.185193, -9.097465, -2.414096], [14.310474, -8.007932, -1.515073], [-1.727315, 1.884157, -0.267069], [-0.856533, 1.710832, 0.062622], [-2.031960, 2.784116, -0.356610], [7.725641, 7.810931, 7.945393], [8.049248, 8.660727, 8.289942], [6.815896, 7.874699, 7.683162], [-11.852450, 5.916145, -5.679610], [-12.012945, 6.333179, -6.520668], [-12.326376, 6.349798, -4.975198], [-7.583932, -0.658140, 8.344195], [-7.506700, 0.082563, 8.956306], [-8.007733, -0.310684, 7.539148], [0.149154, -7.567632, -8.848119], [-0.306515, -8.269871, -8.369741], [0.434211, -6.960183, -8.151823]],
  "forces_ev_per_angstrom": [[-1.94, -0.05, 1.89], [1.61, 0.68, -0.37], [0.33, -0.63, -1.53], [-1.39, -1.21, -0.57], [0.55, 0.88, 0.24], [0.84, 0.33, 0.33], [1.15, -0.02, 0.35], [-0.63, -0.44, -0.32], [-0.53, 0.46, -0.03], [0.65, -0.87, 0.19], [-0.34, 0.45, -0.08], [-0.31, 0.43, -0.11], [-0.20, 0.14, -0.40], [-0.08, -0.03, -0.20], [0.28, -0.10, 0.60], [0.01, 0.07, 0.34], [0.03, 0.04, -0.11], [-0.04, -0.11, -0.23]],
  "mulliken_charge": [-0.67, 0.33, 0.33, -0.64, 0.32, 0.32, -0.64, 0.32, 0.32, -0.64, 0.32, 0.32, -0.64, 0.32, 0.32, -0.64, 0.32, 0.32]
}

{
  "formula": "H12O6Ti",
  "method": "ωB97M-V/def2-TZVPD",
  "s2": 6.008,
  "relative_energy_ev": 0.672,
  "multiplicity": 5,
  "e_tot_ev": -35572.69549,
  "homo_ev": [-12.63, -18.77],
  "orbital_gap_ev": [5.48, 3.36],
  "charge": 2,
  "elements": ["Ti", "O", "H", "H", "O", "H", "H", "O", "H", "H", "O", "H", "H", "O", "H", "H", "O", "H", "H"],
  "xyz": [[0.224972, -0.124578, 0.130710], [0.703872, -0.738078, -2.213630], [0.049632, -1.314928, -2.607900], [1.532312, -1.205068, -2.322440], [-1.483118, -1.748658, 1.189610], [-1.856568, -2.573388, 1.500400], [-2.096708, -1.078678, 1.491040], [1.533702, 2.043612, -0.387420], [0.903742, 2.619422, 0.045960], [2.058692, 2.629462, -0.932750], [-1.826278, 1.192012, -0.717470], [-1.696028, 1.649132, -1.548310], [-2.717288, 0.846352, -0.770840], [-0.639908, 0.903852, 2.362770], [-1.535758, 1.191642, 2.538400], [-0.140248, 1.195692, 3.125260], [2.023252, -1.648398, -0.130840], [2.067292, -2.549198, -0.451540], [2.894442, -1.290208, -0.301010]],
  "forces_ev_per_angstrom": [[-0.78, 0.53, 0.37], [0.16, 0.61, 1.04], [-1.04, -0.56, -0.47], [1.15, -0.16, -0.58], [0.61, 0.60, -0.49], [-0.02, -0.69, 0.11], [-0.38, 0.28, 0.26], [-0.47, -0.90, 0.14], [-0.26, 0.46, 0.33], [0.43, 0.18, -0.38], [0.74, -0.35, 0.45], [0.03, 0.33, -0.31], [-0.42, -0.11, 0.03], [0.19, -0.38, -0.87], [-0.40, 0.26, 0.02], [0.38, 0.00, 0.37], [-0.75, 0.49, -0.25], [-0.15, -1.11, 0.09], [0.97, 0.53, 0.13]],
  "lowdin_spin": [2.67, 0.48, 0.01, 0.00, 0.19, 0.00, 0.00, 0.13, 0.00, 0.00, 0.05, 0.00, 0.00, 0.08, 0.00, 0.00, 0.36, 0.00, 0.01]
}

{
  "formula": "H12O6Tl",
  "method": "ωB97M-V/def2-TZVPD",
  "relative_energy_ev": 10.621,
  "e_tot_ev": -17128.02272,
  "homo_ev": -25.38,
  "orbital_gap_ev": 11.65,
  "charge": 3,
  "elements": ["Tl", "O", "H", "H", "O", "H", "H", "O", "H", "H", "O", "H", "H", "O", "H", "H", "O", "H", "H"],
  "xyz": [[0.552936, 0.072776, -0.006970], [-1.156694, -0.806574, -0.480770], [-1.098294, -1.758544, -0.561760], [-2.069924, -0.604014, -0.683790], [2.080416, -0.845374, 0.902770], [1.910026, -1.169644, 1.787100], [2.972356, -0.500144, 0.941460], [0.664226, -1.927174, -0.165380], [0.186876, -2.701224, 0.133320], [1.193466, -2.239924, -0.899090], [-0.892224, 0.914276, -1.052920], [-1.482924, 0.162996, -0.999290], [-1.306314, 1.500416, -1.686310], [0.667586, 2.073286, -0.095660], [0.241096, 2.690346, -0.690280], [1.524836, 2.461736, 0.078910], [-0.959314, 0.929516, 1.039580], [-1.286794, 0.415996, 1.778010], [-1.741334, 1.331276, 0.661070]],
  "forces_ev_per_angstrom": [[6.42, 2.40, 1.06], [-6.43, -13.67, 2.12], [-0.80, -0.80, -0.40], [-2.81, -2.61, 1.25], [4.14, 0.76, 2.14], [0.00, -0.61, 1.01], [1.25, 0.42, 0.16], [-0.18, -5.88, -1.80], [-0.14, -1.04, 0.58], [0.88, -0.75, -0.56], [-3.88, 8.79, -8.61], [0.55, 4.93, -3.53], [0.46, 1.14, -1.09], [3.50, 4.07, 0.42], [-0.35, 0.45, -0.57], [0.75, 0.99, 0.37], [-2.67, 0.48, 6.11], [-0.46, 0.19, 1.27], [-0.22, 0.74, 0.06]],
  "mulliken_charge": [1.65, -0.37, 0.42, 0.50, -0.47, 0.40, 0.38, -0.67, 0.41, 0.38, -0.57, 0.15, 0.29, -0.47, 0.36, 0.37, -0.52, 0.35, 0.41]
}

{
  "formula": "H12O6V",
  "method": "ωB97M-V/def2-TZVPD",
  "s2": 2.006,
  "relative_energy_ev": 0.506,
  "multiplicity": 3,
  "e_tot_ev": -38137.79992,
  "homo_ev": [-25.23, -26.09],
  "orbital_gap_ev": [9.53, 11.53],
  "charge": 3,
  "elements": ["V", "O", "H", "H", "O", "H", "H", "O", "H", "H", "O", "H", "H", "O", "H", "H", "O", "H", "H"],
  "xyz": [[0.113676, -0.071435, 0.031458], [-0.637525, 0.434337, -1.922939], [-0.246450, 1.256166, -2.324394], [-1.527015, 0.425683, -2.220181], [0.772028, -0.252658, 2.058540], [0.254767, -0.483248, 2.818120], [1.155433, 0.543194, 2.371457], [0.370202, -1.998930, -0.654187], [-0.254176, -2.691104, -0.646821], [1.112686, -2.523859, -1.084685], [-1.680155, -0.933540, 0.576265], [-2.248096, -1.300503, -0.139379], [-2.239048, -0.544663, 1.206477], [1.996883, 0.428486, -0.596054], [2.651958, 0.922549, -0.052672], [2.476400, 0.198108, -1.344412], [-0.403411, 1.927141, 0.711044], [-0.346802, 2.744873, 0.236171], [-1.321353, 1.919401, 0.976192]],
  "forces_ev_per_angstrom": [[0.20, -0.32, -0.27], [2.50, 1.08, 1.32], [-0.29, -0.84, 0.11], [-1.87, -0.25, -0.73], [-0.65, -0.51, -2.38], [-0.95, -1.21, 1.05], [1.37, 1.79, 0.53], [2.52, 0.53, -0.72], [-2.12, -1.43, 0.53], [-0.21, 1.31, 0.47], [1.42, -0.45, -2.33], [0.01, 0.04, 0.59], [-1.79, 0.71, 1.85], [-1.29, 1.25, 3.19], [-0.31, -0.11, -0.05], [1.44, -1.04, -2.93], [0.28, -2.10, -0.19], [0.61, 1.36, -0.77], [-0.87, 0.20, 0.72]],
  "lowdin_spin": [1.94, 0.00, 0.00, 0.00, 0.00, 0.00, 0.00, 0.01, 0.00, 0.00, 0.02, 0.00, 0.00, 0.02, 0.00, 0.00, 0.00, 0.00, 0.00]
}